1.
The following is a DFT calculation (the ωB97M-V functional and the def2-TZVPD basis) of a gas-phase ion, C21H44N5O7 (charge +1).

The geometry in ORCA input format:
```
! wB97M-V def2-TZVPD RIJCOSX def2/J DEFGRID3
* xyz 1 1
H -0.92050 0.20719 5.74424
H -1.73562 -0.81052 -2.61476
H -0.10491 -1.86517 5.10513
N -1.73878 -0.13769 -4.13671
N 4.50296 1.11614 -1.50278
H 0.48329 1.00250 5.01238
H -3.49441 -0.21217 1.01900
O -2.43906 0.23300 3.54729
O 0.16261 0.75294 1.48221
H -2.76330 2.93206 -3.16233
C 1.07756 -0.96660 2.94683
N -1.59704 -1.26742 -1.65926
C -2.13965 -2.62789 -1.71344
N -0.78005 -1.93851 4.35111
C 1.72992 1.34681 -0.92855
H -2.47808 -0.27098 -4.82051
H 3.08626 1.65167 0.69633
H -1.06337 1.85445 5.13428
C -0.59593 0.88804 4.96219
C -0.92249 -3.33316 3.96771
H 5.19380 0.68336 -2.10645
H -1.25745 -0.25211 0.14272
H 2.33595 -2.11717 2.01807
H 4.98536 1.82659 -0.96073
C 1.99946 -1.02051 -1.92801
H 0.05122 2.39999 -2.89464
C 1.36300 0.26060 2.02381
H -2.67909 -0.45997 4.17796
H -0.13269 2.22443 2.88628
O 0.27717 0.35748 -2.70336
H -2.69242 1.65279 -0.26727
O 2.19490 -0.18067 1.00102
H -4.33047 1.58365 -1.84580
O -1.16467 1.74424 -1.48785
C 3.91592 0.12284 -0.60852
H 3.00397 2.56831 -1.70688
C -2.91210 1.88655 -3.43170
H 2.26269 0.85689 -2.94330
H -1.20312 1.82976 -4.75753
C -0.54896 1.49692 -2.72182
C 3.44189 -1.11125 -1.39504
H -0.51842 -1.35740 -1.53303
C 1.59633 0.44120 -2.17202
H -0.87714 -0.50639 -4.52615
H 1.94400 -1.53408 -2.89500
H 4.12580 -1.26369 -2.23115
H 3.51318 -1.98875 -0.75038
N 0.99533 -1.66087 -1.07355
C -1.57380 1.29714 -3.87161
H 1.85150 1.07208 2.59970
H -1.17378 -3.90601 4.85783
C -2.07837 -0.35845 -0.57268
H 1.66215 -0.85887 3.87374
H -1.88450 -3.18159 -0.81258
H -3.70348 0.09774 -2.54755
H 1.07586 -1.27765 -0.13232
O 2.11832 2.63694 -1.31535
C -2.35394 1.06042 -1.12412
H 4.63379 -0.21998 0.15649
H 1.18957 -2.65568 -1.00823
C -1.03261 0.36177 3.59262
H -1.69964 -3.13985 -2.56664
H -0.02153 -3.75597 3.51178
H -3.12529 -1.86336 0.58590
C 2.73228 0.79057 0.11092
H 0.75517 1.46341 -0.45099
H -3.22040 -2.62348 -1.83409
H -4.18753 -0.89774 -0.44703
O 1.41600 -2.17058 2.30321
C -0.64662 1.34939 2.47037
C -3.43128 1.10354 -2.22801
H -1.74676 -3.41646 3.25902
C -3.29980 -0.87294 0.17819
H -3.63187 1.84057 -4.24923
C -0.42914 -1.03323 3.27846
H -0.93158 -1.39324 2.37272
H -1.55019 1.67745 1.95720
*
```

electronic energy	-44268.8105	eV
E_HOMO	-11.3	eV
SMILES	CN[C@@H]1[C@@H](O)[C@@H](O[C@@H]2[C@@H](O)[C@H](O[C@@H]3O[C@H]([C@@H](C)[NH2+]C)CC[C@@H]3N)[C@H](N)C[C@H]2N)OC[C@@]1(C)O
LUMO	-1.87	eV

***

2.
The following is a DFT calculation (the ωB97M-V functional and the def2-TZVPD basis) of a molecular structure, C21H45AuN2P3SSe.

The geometry in ORCA input format:
```
! wB97M-V def2-TZVPD RIJCOSX def2/J DEFGRID3
* xyz 3 3
H 3.91103 2.23588 -1.54216
H 0.67160 -0.76531 -4.51401
C 0.04763 -1.17545 -3.71878
H 0.21702 3.54134 -0.42978
H 3.51074 1.43686 -3.84031
H 4.29600 -0.44101 -2.23310
H 0.38596 3.60895 2.23455
H -3.11271 -0.74306 3.27475
H 3.25032 -4.50619 2.00104
C 2.46411 -3.09753 3.41728
H 4.17822 -3.00182 2.13280
C -2.53237 2.24535 -2.68655
H -3.52523 -1.55536 -2.36739
H -1.01496 4.30220 -1.47726
H 2.12350 3.58503 1.81373
S 0.25700 -2.46131 -0.51799
C 1.11709 -2.56794 0.95881
H -2.49529 -2.35313 -0.27539
H 3.45884 -0.92856 -0.71960
H 2.32656 2.88914 -1.04301
H 2.80944 -3.77294 4.20312
H -6.43135 0.68991 -0.14215
H 0.01050 -0.38834 2.97939
C -5.03703 -0.37742 -1.38162
C 2.95532 1.99159 -1.05414
H 2.70213 -2.08444 3.75103
H 2.83331 -3.00667 0.05625
C -3.93663 -1.23598 -1.41341
C -5.57160 0.01346 -0.15012
H -0.54993 -2.42685 2.05363
H 2.94248 1.15636 3.34602
H -5.43937 -0.19393 1.99586
C 3.33034 -0.72604 -1.79095
H 0.20509 -2.23249 -3.48992
C 2.68124 0.62307 2.42023
H -2.65046 0.93246 0.38920
H 3.51030 0.72007 1.70756
N 0.47154 -2.46429 2.16182
C -0.33099 3.44815 -1.37443
P 2.17402 0.65358 -2.00044
C -3.90335 -1.32750 1.00665
H -1.63579 2.27846 0.98307
H 0.25582 1.10429 3.96089
H 0.46740 -2.94619 4.21612
P -1.31126 1.92452 -1.38499
C -2.25719 1.92766 0.15021
Au -0.11041 -0.08469 -1.85212
C -0.02044 0.71118 2.97164
H 2.53283 -0.44379 2.63624
H -2.01348 2.24308 -3.65124
H -1.61343 0.21008 -4.09421
C -5.02060 -0.47619 1.03404
H 2.94508 -1.62888 -2.27851
H -3.02049 3.21987 -2.54410
H 0.37196 3.46327 -2.21600
H 2.13551 0.43914 -4.41633
C 0.96890 -3.26241 3.29533
H -3.10366 2.61459 0.02312
H 3.15684 1.67336 -0.02271
C 2.44300 1.21255 -3.70725
H 1.58927 3.01495 3.43326
C 3.16795 -3.41829 2.12254
C -3.36949 -1.70253 -0.23541
H -3.29064 1.45516 -2.68279
P 1.13991 1.35042 1.70044
H -2.05892 -1.39045 -3.23983
H 0.71756 -4.31284 3.10088
N 2.44189 -2.84532 0.98089
C 1.33021 3.06321 2.36677
Se -3.17142 -2.06152 2.61253
C -1.29059 -0.66921 -3.52925
H 1.84883 2.11972 -3.87972
H -5.49418 -0.05083 -2.31805
H -1.04102 1.02777 2.72332
*
```

electronic energy	-133200.5360	eV
E_HOMO (spin up / spin down)	-16.1 / -16.1	eV
LUMO (spin up / spin down)	-8.25 / -12.68	eV

***

3.
The following is a DFT calculation (the ωB97M-V functional and the def2-TZVPD basis) of 3 unconnected molecules or ions with the total composition C21H45B2FNO16P4.

The geometry in ORCA input format:
```
! wB97M-V def2-TZVPD RIJCOSX def2/J DEFGRID3
* xyz 1 1
H -2.25391 -4.77296 -1.92152
H 4.90852 5.41433 5.92807
O -4.54203 -0.66111 3.09200
C 2.09395 0.52352 4.17567
H -4.32871 -2.13281 -1.02019
H 4.60232 -0.22395 8.50318
H -3.16935 1.78067 0.71525
P 1.69427 -1.53618 -7.03789
H 1.93296 -1.15301 -9.62377
N -3.80156 -1.24370 -0.99706
O -1.75815 -4.03887 -2.32319
C -2.05670 1.65999 2.59519
C 4.28329 4.56385 5.65157
H -4.35228 -4.45065 -3.20547
H -5.35316 2.00863 -1.30115
C -3.52282 -1.04028 0.48872
H -2.70245 2.91539 -3.39138
H 2.71298 0.51710 2.06235
H 3.69418 -4.16872 -6.48772
C -4.00553 -3.40996 -3.41047
H -1.17893 1.25812 5.27477
P -4.92595 -0.03790 -1.81118
H -2.86054 1.26745 3.25637
C 5.38256 0.53510 8.55485
C 1.83933 0.66935 2.73570
H 6.14033 4.12632 8.43293
H 4.72497 4.05698 4.79191
H -6.13233 -2.39163 1.80737
C -2.17693 -0.27806 0.81883
H 2.87565 0.35141 -9.60164
H -2.07356 2.78264 2.62249
H -4.00094 -1.47574 3.12253
O 4.82056 1.81283 8.25036
C 0.96335 0.74601 5.07186
O 2.05853 -1.31291 -5.50305
O 2.23782 -3.00458 -7.35651
P -5.01414 -0.51123 1.48613
H 1.11799 0.62971 6.16210
H 4.15768 -2.46726 -6.69321
H 0.42258 1.08545 1.11479
H -0.57384 1.04340 -2.94091
O 4.16166 3.69491 6.77806
O -4.51455 1.53789 -1.50129
H -1.39620 1.72979 0.53800
C -0.63858 1.25258 3.11729
H 7.22894 4.78763 7.19599
H 3.29322 4.92618 5.38175
C 3.61825 -3.30158 -7.14362
B -2.72969 -3.01169 -2.50434
C -0.35324 1.09124 4.55266
H 5.78111 0.56755 9.56800
C -2.26031 1.25629 1.07477
O -5.46214 0.88942 1.28801
H -3.69803 -3.26184 -4.47831
O -1.11400 -0.49913 -0.12829
H 7.79998 3.51252 8.29054
H 3.70395 -1.21015 -9.46033
H -1.91083 1.39883 -1.81089
C -1.26888 -1.69742 -0.85159
O -6.53931 -0.36327 -1.50230
O 2.71903 -0.56729 -7.76994
H -1.80716 -0.73442 1.78415
H 1.83560 -2.32575 -3.73701
C -2.55200 -1.53971 -1.79378
H -6.66569 -1.30513 -1.72860
C 1.21773 -1.95372 -4.55301
C 6.94043 3.88320 7.73248
H -3.33144 -2.09341 0.86185
C 0.50726 1.00948 2.21665
H -1.59434 -1.24993 -4.65062
O -6.29495 -1.56949 1.31233
O 4.74474 1.41940 5.69426
H 3.10671 0.26402 4.59121
H -3.43264 1.46582 -4.10567
B -2.26279 -0.49752 -3.02075
H 4.07538 -3.54204 -8.10376
H -4.83739 -2.67858 -3.20193
F -0.13243 -1.81731 -1.61831
P 5.03899 2.36845 6.77609
H -1.40206 -2.57763 -0.17084
H 6.18999 0.27342 7.86888
O 6.54768 2.89373 6.78149
H 0.50453 -1.22832 -4.15585
C -1.68663 1.00350 -2.83964
H 0.67643 -2.79436 -4.99344
O 0.27932 -1.33617 -7.37694
C 2.80343 -0.65474 -9.19397
O -2.46649 -0.88853 -4.38699
C -2.44234 1.94422 -3.88803
H -1.86027 2.09234 -4.82314
*
```

electronic energy	-97982.4505	eV
E_HOMO	-10.6	eV
LUMO	-3.79	eV

***

4.
The following is a DFT calculation (the ωB97M-V functional and the def2-TZVPD basis) of a molecular structure, C21H45BiO2P3.

The geometry in ORCA input format:
```
! wB97M-V def2-TZVPD RIJCOSX def2/J DEFGRID3
* xyz 3 1
P -2.32188 -0.38747 -0.83805
H -3.60275 -0.83594 -2.81790
H -2.17375 -1.91202 -2.74227
P -0.95782 -0.35717 2.59688
C 0.69245 1.06834 -3.04072
C -0.78066 1.48051 -4.87842
Bi 0.24660 -0.22350 0.01846
H 3.26547 0.88325 4.12819
H -0.45559 -4.70309 -0.90159
H -3.85909 1.37128 -1.46114
H -0.81403 2.59354 -2.98347
H -2.31369 4.57021 0.78958
H 1.84465 -4.32854 -2.13048
H 0.52661 4.66285 -0.48595
H -1.48369 -3.25184 -1.03779
C -3.05518 1.27941 -0.71588
C 1.38124 0.07366 -3.73757
H -2.86879 -2.50710 0.26383
C -3.38905 -1.55565 0.08431
C -2.52970 -0.88420 -2.58066
H -3.30533 0.30842 2.61844
H 1.44204 -1.00168 -5.60149
H 1.01111 -0.73507 3.95030
C 3.81995 1.04974 3.19659
C -0.14043 0.46695 -5.59342
H -2.19281 1.70877 2.65082
C -0.34442 1.81386 -3.58835
H 1.67946 0.68870 -1.33388
H -0.91784 -3.79199 0.57366
C -2.37461 0.70069 3.04309
C 3.37118 0.07413 2.12054
H -2.45745 -2.27963 2.56374
P 0.88172 -2.71197 -0.65072
H -0.48082 0.20976 -6.60441
H -0.32009 -0.00675 4.90457
H -2.29892 2.05741 -0.90957
C 0.21195 0.01530 3.94168
H 4.22151 -0.29247 1.53300
H -0.68000 4.30616 1.65368
H 2.19194 -0.48420 -3.26242
H 2.46530 -4.26782 0.32644
H -0.75822 -2.75131 2.88451
C 3.51035 2.44282 2.62579
C 1.97020 -3.34567 0.66946
H -1.97673 -0.20297 -3.24122
H -1.61519 2.00667 -5.33739
C -0.56878 4.70667 -0.43835
C 2.49732 2.20671 1.51266
H 4.41944 2.88582 2.20950
C -1.54291 -2.01494 3.10948
C 1.67746 -3.24222 -2.19802
H 1.48277 2.51073 1.81323
H 0.65066 1.00790 3.78669
C 0.93755 -0.22396 -5.02850
H -4.27498 -1.76203 -0.53167
H 2.74487 -2.60504 0.92270
H 2.64213 -2.72448 -2.32187
O 0.93906 1.28916 -1.67011
H 3.12834 3.13233 3.38449
H 4.88291 0.91744 3.42225
O 2.47924 0.77772 1.21838
H -1.74618 -2.01673 4.19323
H 2.84158 -0.79909 2.52583
C -0.64358 -3.70090 -0.48855
H -3.71526 -1.13841 1.04625
H 1.02738 -3.01323 -3.05633
H 2.74535 2.73386 0.58179
C -1.22191 4.51785 0.72225
H 1.38049 -3.57053 1.57003
H -2.45601 0.73939 4.13880
H -3.47112 1.44626 0.28930
H -1.10100 4.92540 -1.37626
*
```

electronic energy	-60280.9658	eV
E_HOMO	-17.0	eV
LUMO	-10.30	eV

***

5.
The following is a DFT calculation (the ωB97M-V functional and the def2-TZVPD basis) of 4 unconnected molecules or ions with the total composition C21H45FNO7S4.

The geometry in ORCA input format:
```
! wB97M-V def2-TZVPD RIJCOSX def2/J DEFGRID3
* xyz 1 1
S -2.69515 3.16774 -0.09575
C -1.17014 2.99971 4.52897
C 1.00579 -0.11087 -1.22170
C 1.19129 1.82358 4.09727
C -2.45248 -5.39291 0.53714
C -3.29868 4.83800 0.15866
O 5.98424 -3.30458 -1.33299
S -1.96216 -2.47145 -1.67914
O 1.77398 -2.12382 -2.33961
C -1.25971 -4.51816 0.17011
H 5.86895 0.80180 -2.69080
H -3.35339 -5.09980 0.01056
H -0.46048 0.93840 -0.26123
O 0.99907 4.45090 4.20839
S 0.55172 3.28552 4.92596
H -1.20582 -1.34972 0.29338
H 6.95480 -1.79196 -3.89169
O -1.25070 3.16717 -0.11982
H -2.24833 -6.43268 0.32642
H 1.40756 -0.16278 -0.21281
H 7.87486 -0.37607 -1.33284
C -0.03167 1.07312 3.55318
C -0.58677 -1.64857 -2.49678
H -1.66287 3.95584 4.37167
H 1.84771 2.16401 3.29898
H -2.50974 3.23709 -2.44570
H -3.55350 -1.71659 2.90126
H -4.75773 5.97097 -0.98891
H 4.24055 -0.45630 -1.51153
C -3.26165 -1.98608 0.76896
C -2.78454 -2.04194 2.21289
H -3.62464 1.94684 -1.91647
H 1.75815 1.23654 4.81479
H 0.54413 -2.13374 -0.72667
O 5.99166 -1.36225 0.25415
H 0.12119 1.67938 -1.55425
H -3.61357 -2.95864 0.45209
H -5.33672 3.59819 -1.31594
H -1.14910 -3.68292 0.84850
H -2.66123 -5.33139 1.59792
C -4.46445 3.98310 -1.84811
H -1.61853 2.48097 5.37567
C -2.16930 -1.48662 -0.17953
H -1.78964 -4.81828 -1.90430
H -0.37451 -5.12596 0.30750
H -0.38311 0.35325 4.29407
H -0.94248 -0.70478 -2.88363
S 6.08610 -1.88776 -1.08401
H -4.01571 4.80375 0.97640
C -3.31847 2.97901 -1.76259
N -0.17501 0.77113 -1.21794
O 0.74670 3.16196 6.34587
H -3.21680 5.74626 -1.80255
H 1.81257 0.27768 -1.82458
C 0.67261 -1.54738 -1.63351
H 4.32656 -1.81610 -2.65482
H -0.23947 -4.08955 -1.66048
C 5.71803 -0.19382 -3.11219
C -1.12817 2.11439 3.28760
H -4.11682 -1.32875 0.69151
H -0.35201 -2.28860 -3.33976
H -0.86883 2.71390 2.41189
H 2.08800 -2.89142 -1.83363
C 7.07703 -0.88713 -3.29292
H 7.79529 -0.24503 -3.79906
O -3.41454 2.26187 0.76939
H -2.45879 -0.51887 -0.56892
C 7.55142 -1.25504 -1.88915
H 0.22062 0.51589 2.65247
C 4.89921 -1.05113 -2.13829
H 8.32697 -2.01665 -1.87049
H -2.45889 5.47234 0.42961
C -1.25864 -4.10103 -1.29727
H -4.75554 4.16560 -2.88074
H -2.09398 1.64742 3.09853
C -3.95456 5.25821 -1.16347
F -1.67411 -1.20858 2.37611
H 5.19721 -0.07236 -4.06083
H -2.50085 -3.05347 2.48955
*
```

electronic energy	-84379.9456	eV
E_HOMO	-11.8	eV
LUMO	-2.42	eV

***

6.
The following is a DFT calculation (the ωB97M-V functional and the def2-TZVPD basis) of a molecular structure, C21H45I2O7SSiSn.

The geometry in ORCA input format:
```
! wB97M-V def2-TZVPD RIJCOSX def2/J DEFGRID3
* xyz 3 1
C 3.06841 3.74810 -4.54590
H 1.46890 2.29604 -6.30460
C -0.27163 6.00999 -6.67881
H 3.62341 3.22531 -5.32410
H 1.52720 -1.61080 6.05763
H 2.31446 7.75015 -2.81927
Sn 0.32231 5.20523 -3.52869
H -3.27235 -5.62755 4.32358
O 2.62933 5.89253 -3.59008
H 3.73805 7.64315 -3.86438
C -0.76373 -3.18132 6.12337
H 3.44910 -5.54989 3.41617
H -0.05748 8.14836 -6.46690
C 2.70265 7.32502 -3.74320
H 3.15753 3.18668 -3.61639
H -2.93120 6.91660 -0.59428
C 1.39388 -6.83350 2.12697
H 2.77350 -5.61042 5.05661
H 0.42073 -6.39050 5.42418
H -0.60040 3.51484 -7.28234
C 1.26524 3.36168 -6.19225
I -2.98948 6.23719 -3.16534
H -2.88675 -4.06958 0.34341
C 1.39540 -6.20034 3.50469
H -0.77665 -0.14258 4.45163
H -3.00842 -7.21110 2.37104
C 1.19470 -1.97123 5.08346
H -0.74955 -0.33913 6.20189
O 1.66940 3.80771 -4.88599
H 1.49363 -1.23592 4.33723
O -0.81107 -2.70180 3.78528
H -2.11905 -0.97065 5.27758
H -0.22890 -4.12013 5.97451
O 0.96027 -4.78245 3.34957
O -0.53073 4.93248 -5.75451
H 0.76226 -7.91728 4.61741
I -0.46397 7.74878 -1.13756
S -0.19605 -2.10778 2.18261
H -4.46933 -3.97356 1.12222
H -1.33567 7.43851 -5.46303
H -3.14601 -2.96519 1.71279
H -3.00297 8.39378 -1.60715
C -3.39448 -3.94449 1.30033
H 3.20075 -7.10524 4.21957
H 2.05586 -6.28878 1.45322
H 1.75988 8.82688 -4.96035
H 2.27965 7.38841 -5.87042
C -1.04092 -0.81809 5.26697
C -2.53638 7.42743 -1.46307
H -4.41180 -6.52133 1.54884
H -4.70638 -4.92704 3.57066
C -3.01460 -5.05744 2.25725
Si -0.37080 -4.10195 2.84964
H -0.57491 -6.92092 4.04449
C -3.62059 -4.85823 3.63368
H -0.54730 -2.83032 7.13271
C -0.34041 7.28073 -5.87263
O 0.55332 7.15261 -4.73759
C 3.57803 5.16317 -4.40028
H 1.69213 -2.91781 4.88013
C -0.22701 3.61626 -6.26339
H -2.84695 -6.56748 0.72650
C 2.79144 -6.10435 4.08482
H 0.71366 5.87855 -7.13303
H -1.83744 -3.35126 6.04947
H -3.36963 -3.87288 4.03177
H -1.03042 6.00481 -7.46279
C 0.43523 -6.89039 4.45468
C -3.33551 -6.42566 1.69018
H 0.38667 -6.85832 1.70749
O -1.54485 -5.05219 2.42194
H 3.67128 5.64656 -5.37543
C 1.86229 7.74182 -4.92458
H 1.82443 3.91150 -6.95252
H -0.76986 2.92042 -5.62459
H 4.54807 5.17341 -3.90183
H 1.75216 -7.86043 2.19659
C -0.30359 -2.12737 5.14252
*
```

electronic energy	-77563.5807	eV
E_HOMO	-15.9	eV
LUMO	-7.71	eV

***

Question: The highest electronic energy belongs to which entry?
Answer: C21H44N5O7

***

Question: Look up the electronic energy of the fourth one.
Answer: -60280.9658 eV